Density functional theory data (ωB97M-V with the def2-TZVPD basis set) for one molecule with the formula C5H6O2.

## Properties
* F_max: 0.58 eV Å⁻¹
* gap between HOMO and LUMO: 8.759 eV
* highest occupied orbital energy: -8.42 eV
* charge: 0
* total energy: -344.33954 Ha
* energy above the lowest of the compared OMol25 structures with the same formula, charge and spin: 164.64 kcal/mol

Atoms and positions in Å:
O (1.667, 1.140, -1.138)
C (1.682, -0.054, -0.366)
C (0.491, -0.502, 0.420)
C (-0.560, 0.383, 0.782)
C (-1.783, -0.533, 0.939)
C (-1.019, -0.455, -0.333)
O (-1.053, 1.214, -0.180)
H (1.454, 1.875, -0.550)
H (2.500, -0.031, 0.374)
H (1.951, -0.845, -1.074)
H (-2.749, -0.039, 0.971)
H (-1.639, -1.430, 1.532)
H (-0.942, -0.723, -1.376)

Atom charges from the natural (NBO) analysis, given in e for atoms 1 to 8:
1. O -0.720
2. C -0.155
3. C -0.224
4. C 0.293
5. C -0.392
6. C 0.027
7. O -0.485
8. H 0.465